1.
Density functional theory data (the ωB97M-V functional and the def2-TZVPD basis) for a 7-piece molecular cluster, C2H16NO8 overall.

Positions of all 27 atoms, in Å:
O1 0.1824 -1.4523 0.1880
C1 0.2701 -0.1815 0.2945
O2 0.9649 0.5764 -0.3835
C2 -0.3168 0.4615 1.5961
N1 -1.3853 -0.4114 2.0588
H1 0.3730 0.7817 2.3347
H2 -0.7852 1.4067 1.2155
H3 -1.4014 -0.2956 3.0444
H4 -1.2116 -1.3457 1.6004
H5 0.2128 3.5160 0.3274
H6 0.5971 2.3573 -0.4139
O3 0.6351 3.2800 -0.4808
H7 1.6570 -1.5350 -2.5621
H8 0.4562 -1.6735 -1.5155
O4 0.7961 -1.8902 -2.4206
H9 -1.0425 1.5403 -1.4050
H10 -0.9584 0.1070 -1.8028
O5 -1.5019 0.9095 -1.9641
H11 2.1856 0.2067 -1.5266
H12 2.9767 -0.9933 -1.2177
O6 2.9444 -0.3162 -2.0129
H13 0.9141 -2.0130 1.8003
H14 1.4873 -3.3648 1.6216
O7 1.3069 -2.6844 2.2956
H15 -3.1226 0.4355 0.3538
H16 -2.8191 1.3968 -0.8834
O8 -3.4151 1.1816 -0.1424

Summary:
charge = -1
orbital gap = 9.712 eV
total energy = -20206.31389 eV
energy above the lowest of the compared OMol25 structures with the same formula, charge and spin = 27.8 kcal/mol

---

2.
Density functional theory data (the ωB97M-V functional and the def2-TZVPD basis) for a 2-piece molecular cluster, C6H17N2O overall.

Positions of all 26 atoms, in Å:
C1 -0.0658 -1.2423 1.5913
C2 0.7337 -2.7721 -0.1964
C3 -2.1681 -1.6443 -0.6306
C4 -1.2579 0.5369 -1.0277
C5 1.7508 2.8276 -0.1085
C6 0.2475 -1.2704 0.0827
N1 -0.9047 -0.8939 -0.6948
N2 1.1206 3.5372 0.8009
O1 2.8418 3.0528 -0.6998
H1 -0.4299 -0.1278 1.8159
H2 0.7689 -1.5153 2.1103
H3 -0.8825 -1.8735 2.0122
H4 1.7026 -2.8873 0.1043
H5 0.8258 -2.9473 -1.3647
H6 0.0515 -3.4562 0.1076
H7 -2.7388 -1.7420 -1.6314
H8 -2.1148 -2.5813 -0.0157
H9 -2.8021 -0.8204 -0.0506
H10 -1.0820 0.7010 -2.1014
H11 -2.3795 0.8247 -0.8700
H12 -0.7689 1.2600 -0.2919
H13 1.0550 -0.5433 -0.1341
H14 1.5003 4.5809 0.9956
H15 0.2138 3.3039 1.0883
H16 1.2674 1.9317 -0.3141
H17 3.5152 3.7606 -0.5773

Summary:
charge = +1
orbital gap = 5.988 eV
total energy = -11515.36567 eV
energy above the lowest of the compared OMol25 structures with the same formula, charge and spin = 111.6 kcal/mol

---

3.
Density functional theory data (the ωB97M-V functional and the def2-TZVPD basis) for C3H3CdLi2O3 as an isolated structure.

Positions of all 12 atoms, in Å:
O1 0.2853 -2.1570 -0.5477
Li1 -1.4928 -2.6728 -0.3198
C1 0.3768 -0.9140 -0.4691
O2 1.6277 -0.4778 -0.2475
C2 1.7481 0.9942 -0.2637
H1 2.4682 1.2350 -1.0607
H2 2.2197 1.2644 0.6939
Cd1 -0.3436 1.2450 -0.5421
C3 -2.5679 0.6171 0.6163
O3 -2.3001 0.6183 -0.6365
Li2 -0.0445 0.2674 1.4590
H3 -1.9770 -0.0198 1.3179

Summary:
charge = +1
orbital gap (alpha / beta) = 6.846 / 6.849 eV
total energy = -14264.71234 eV

---

4.
Density functional theory data (the ωB97M-V functional and the def2-TZVPD basis) for C2HClFN3 as an isolated structure.

Positions of all 8 atoms, in Å:
C1 -0.0563 -0.9990 1.0939
C2 -0.0279 1.1011 -0.0985
N1 -1.3075 -0.7491 0.7939
N2 0.6111 -0.1081 0.2167
N3 -0.9416 0.1422 -0.1199
F1 0.6167 1.3539 -2.3835
Cl1 0.6340 -2.1624 1.9051
H1 0.4714 1.4215 -1.4075

Summary:
orbital gap = 9.616 eV
total energy = -21792.67126 eV
energy above the lowest of the compared OMol25 structures with the same formula, charge and spin = 140.0 kcal/mol

---

5.
Density functional theory data (the ωB97M-V functional and the def2-TZVPD basis) for C35H44IrN2O2 as an isolated structure.

Positions of all 84 atoms, in Å:
Ir1 0.0938 0.2762 -0.5038
C1 -4.9396 0.2335 5.4998
C2 -3.4280 0.1739 5.2841
C3 -2.8690 -1.0857 5.9758
C4 -2.7830 1.4336 5.9013
C5 -3.0509 0.1293 3.8207
C6 -1.6643 0.0502 3.4768
C7 -1.2387 0.0301 2.1604
N1 0.0329 -0.0172 1.6977
C8 1.2923 -0.0594 2.2258
C9 1.6566 -0.1990 3.5453
C10 3.0290 -0.1766 3.9522
C11 4.0078 -0.0333 2.9831
C12 3.7330 0.0901 1.6203
C13 2.3406 0.0668 1.2306
O1 1.9981 0.1426 -0.0084
C14 4.8428 0.2490 0.5990
C15 6.2267 0.2502 1.2577
C16 4.6768 1.5936 -0.1470
C17 4.7959 -0.9347 -0.3970
C18 3.3395 -0.3014 5.4226
C19 4.8394 -0.2784 5.7136
C20 2.6661 0.8803 6.1533
C21 2.7464 -1.6310 5.9378
C22 -2.2381 0.1070 1.1087
O2 -1.8295 0.1329 -0.1112
C23 -3.6406 0.1417 1.4334
C24 -3.9739 0.1645 2.8010
C25 -4.7792 0.1708 0.4307
C26 -4.3878 0.1170 -1.0492
C27 -5.6937 -1.0435 0.7230
C28 -5.5664 1.4845 0.6685
H1 -5.1419 0.2605 6.5701
H2 -5.4460 -0.6469 5.0963
H3 -5.3804 1.1326 5.0628
H4 -3.1500 -1.0681 7.0290
H5 -1.7776 -1.1376 5.9292
H6 -3.2778 -1.9952 5.5303
H7 -3.0446 1.4834 6.9588
H8 -3.1484 2.3413 5.4168
H9 -1.6915 1.4189 5.8328
H10 -0.9395 0.0256 4.2746
H11 0.9005 -0.3469 4.2997
H12 5.0379 -0.0186 3.2959
H13 6.3533 1.0840 1.9521
H14 6.9784 0.3612 0.4777
H15 6.4365 -0.6858 1.7805
H16 4.7265 2.4322 0.5519
H17 3.7445 1.6551 -0.7041
H18 5.5006 1.6975 -0.8532
H19 4.9131 -1.8869 0.1255
H20 5.6280 -0.8306 -1.0933
H21 3.8746 -0.9587 -0.9735
H22 5.3028 0.6610 5.4042
H23 5.3626 -1.1089 5.2344
H24 4.9899 -0.3755 6.7880
H25 3.0588 1.8370 5.8022
H26 2.8725 0.7997 7.2209
H27 1.5794 0.8833 6.0272
H28 3.1715 -2.4854 5.4071
H29 1.6579 -1.6683 5.8421
H30 2.9852 -1.7357 6.9961
H31 -5.0192 0.2124 3.0617
H32 -3.8317 -0.7873 -1.3008
H33 -3.8081 0.9867 -1.3582
H34 -5.3062 0.1086 -1.6350
H35 -5.1510 -1.9820 0.5910
H36 -6.5226 -1.0286 0.0154
H37 -6.1161 -1.0264 1.7276
H38 -4.9289 2.3568 0.5089
H39 -5.9927 1.5438 1.6704
H40 -6.3880 1.5263 -0.0471
N2 -0.2645 7.6310 -0.6153
C29 -0.1975 6.4836 -0.6254
C30 -0.1174 5.0453 -0.6074
C31 0.5184 4.4135 0.4618
C32 0.5901 3.0302 0.5042
C33 0.0292 2.2877 -0.5263
C34 -0.5993 2.9062 -1.5959
C35 -0.6697 4.2914 -1.6375
H41 0.9538 5.0080 1.2543
H42 1.0936 2.5609 1.3408
H43 -1.0329 2.3329 -2.4086
H44 -1.1538 4.7856 -2.4694

Summary:
charge = +2
orbital gap (alpha / beta) = 8.106 / 4.696 eV
total energy = -46904.05590 eV
expectation value of S² = 8.80
2S+1 = 6

---

6.
Density functional theory data (the ωB97M-V functional and the def2-TZVPD basis) for a 6-piece molecular cluster, C40H44BrF40N3O7S overall.

Positions of all 136 atoms, in Å:
C1 -0.7776 12.8011 -0.9381
C2 -0.6118 11.3069 -1.2473
S1 0.0504 11.0829 -2.9238
C3 -1.0687 9.9464 -3.7792
C4 -0.6732 8.4440 -3.8884
C5 0.0341 8.3034 -5.1512
N1 0.6351 8.2458 -6.1608
C6 -1.9770 7.6187 -4.1030
C7 -2.8267 7.2754 -2.8986
O1 -3.1408 6.1455 -2.6764
Br1 -3.5334 8.6420 -1.7126
C8 0.3013 7.8857 -2.8331
C9 -0.0834 8.1496 -1.4701
N2 -0.3645 8.2986 -0.3449
C10 0.3121 6.3394 -2.9216
C11 1.3451 5.6971 -1.9965
C12 0.7893 4.4192 -1.3739
C13 -0.3480 4.6995 -0.4245
O2 0.1268 5.1049 0.8519
C14 1.7826 8.3284 -3.0935
N3 2.4668 8.6358 -1.8377
C15 3.8599 8.1795 -1.7632
H1 -0.9158 13.3599 -1.8499
H2 -1.5874 12.9461 -0.2417
H3 0.1161 13.1707 -0.4573
H4 -1.5273 10.7667 -1.0721
H5 0.1228 10.9099 -0.5696
H6 -1.1490 10.3246 -4.7846
H7 -2.0480 10.0806 -3.3592
H8 -1.7479 6.7282 -4.6545
H9 -2.6016 8.2132 -4.7595
H10 0.5800 6.0802 -3.9373
H11 -0.6502 5.9171 -2.6814
H12 2.2330 5.4084 -2.5406
H13 1.6386 6.3265 -1.1676
H14 1.5869 3.9637 -0.8077
H15 0.4873 3.7262 -2.1508
H16 -0.9529 3.8089 -0.3311
H17 -1.0175 5.4716 -0.7871
H18 -0.0777 6.0379 0.9349
H19 2.3045 7.5625 -3.6399
H20 1.7991 9.2272 -3.6966
H21 2.4128 9.6314 -1.7050
H22 4.1476 7.5473 -2.5900
H23 4.0095 7.6337 -0.8418
H24 4.5460 9.0165 -1.7315
F1 -2.9974 -0.1539 0.7016
C16 -2.1800 0.7474 0.1279
F2 -2.4399 0.7440 -1.2019
C17 -0.6978 0.4221 0.3396
F3 -0.3593 -0.7063 -0.3186
F4 -0.0221 1.4436 -0.2580
C18 -0.1618 0.3546 1.7828
O3 -0.0094 -0.9120 2.4173
C19 -1.0304 -1.5431 3.0922
F5 -2.0780 -0.7234 3.3008
F6 -0.5481 -1.8714 4.3088
C20 -1.4434 -2.8586 2.4237
F7 -1.7893 -2.6813 1.1375
F8 -2.5146 -3.3714 3.0778
H25 -2.4111 1.7418 0.5212
H26 0.8639 0.7100 1.7024
H27 -0.6678 1.0682 2.4321
H28 -0.6228 -3.5781 2.4638
F9 3.7262 2.7895 -6.7009
C21 2.6789 3.4111 -7.2734
F10 2.4385 2.7979 -8.4558
C22 2.9423 4.8983 -7.5337
F11 3.8964 5.0482 -8.4762
F12 1.7854 5.3782 -8.0670
C23 3.2633 5.8096 -6.3335
O4 4.6225 6.1278 -6.0427
C24 5.4350 5.3216 -5.2776
F13 4.7327 4.3670 -4.6375
F14 5.9698 6.1119 -4.3197
C25 6.6130 4.7482 -6.0735
F15 6.1980 4.0754 -7.1598
F16 7.3026 3.8929 -5.2844
H29 1.7981 3.2867 -6.6365
H30 2.8386 6.7764 -6.6015
H31 2.7266 5.4973 -5.4366
H32 7.2747 5.5555 -6.3944
F17 -3.3346 -8.2533 6.8015
C26 -4.5402 -7.6972 6.5834
F18 -5.4786 -8.6067 6.9370
C27 -4.7567 -7.3129 5.1160
F19 -4.8238 -8.4209 4.3441
F20 -5.9890 -6.7335 5.0742
C28 -3.7927 -6.2996 4.4716
O5 -2.7150 -6.7774 3.6722
C29 -1.5003 -7.1575 4.1918
F21 -1.3703 -6.7680 5.4762
F22 -0.5541 -6.4873 3.4918
C30 -1.2109 -8.6467 3.9959
F23 -2.1835 -9.4163 4.5165
F24 -0.0491 -8.9663 4.6268
H33 -4.6510 -6.8196 7.2265
H34 -4.4044 -5.7567 3.7532
H35 -3.4559 -5.5507 5.1877
H36 -1.1173 -8.8834 2.9422
F25 -4.4336 -13.0219 -0.4743
C31 -5.6325 -12.4397 -0.6605
F26 -6.2020 -13.0172 -1.7437
C32 -5.5235 -10.9313 -0.9079
F27 -4.9170 -10.6893 -2.0890
F28 -6.8090 -10.4966 -1.0296
C33 -4.8861 -10.0525 0.1848
O6 -3.5201 -9.6606 0.0643
C34 -2.4744 -10.4368 0.5021
F29 -2.9030 -11.4472 1.2749
F30 -1.7213 -9.6370 1.3071
C35 -1.5582 -10.9027 -0.6346
F31 -2.2446 -11.5641 -1.5795
F32 -0.6204 -11.7349 -0.1285
H37 -6.2658 -12.6383 0.2088
H38 -5.4160 -9.1049 0.1090
H39 -5.1050 -10.4304 1.1830
H40 -1.0668 -10.0431 -1.0958
F33 4.5635 -7.5928 7.1147
C36 4.1724 -8.3130 6.0475
F34 5.2445 -9.0220 5.6203
C37 3.6705 -7.4377 4.8946
F35 4.6860 -6.7136 4.3769
F36 3.2798 -8.3117 3.9242
C38 2.4607 -6.5178 5.1429
O7 2.6809 -5.1397 5.4336
C39 2.9295 -4.6695 6.7040
F37 2.6824 -5.6033 7.6411
F38 2.0561 -3.6626 6.9217
C40 4.3303 -4.0617 6.8395
F39 5.2884 -4.9329 6.4796
F40 4.5382 -3.7156 8.1308
H41 3.3945 -9.0171 6.3562
H42 1.9445 -6.4844 4.1857
H43 1.7502 -6.9642 5.8384
H44 4.4135 -3.1726 6.2109

Summary:
orbital gap = 9.136 eV
SMILES = CCSC[C@](C#N)(CC(=O)Br)[C@@](C#N)(CCCCO)CNC.FC(F)C(F)(F)COC(F)(F)C(F)F.FC(F)C(F)(F)COC(F)(F)C(F)F.FC(F)C(F)(F)COC(F)(F)C(F)F.FC(F)C(F)(F)COC(F)(F)C(F)F.FC(F)C(F)(F)COC(F)(F)C(F)F
total energy = -250572.08328 eV